9 unconnected molecules or ions with the total composition C27H54O9 at a distorted geometry. Source: the OMol25 dataset; level of theory: ωB97M-V/def2-TZVPD.

The calculation puts the LUMO energy at 0.23 eV. The HOMO energy is -9.22 eV. Its relative energy (zero: lowest compared OMol25 entry of this formula, charge and spin) is 1052.2 kJ/mol. The SMILES is CC(C)=O.CC(C)=O.CC(C)=O.CC(C)=O.CC(C)=O.CC(C)=O.CC(C)=O.CC(C)=O.CC(C)=O. Its net charge is 0.

Last column: Mulliken charge in e.
Element x y z (Å)
O  31.79500  28.87000  26.04700  -0.55
O  31.66600  38.50900  24.50200  -0.62
O  27.48600  28.41000  25.01600  -0.54
O  34.01200  30.21000  30.11200  -0.56
O  32.73700  32.98600  26.16400  -0.42
O  36.32600  37.61100  26.49800  -0.58
O  35.20700  32.00900  20.89000  -0.60
O  32.34400  35.70500  28.83300  -0.37
O  31.46700  34.22500  21.58300  -0.50
C  34.13100  29.48900  25.76400  -0.33
C  32.76000  36.25900  31.15100  -1.32
C  30.50400  33.30100  26.91000  -1.00
C  32.87600  35.36700  29.89700  0.61
C  36.20500  36.38600  28.54400  -1.26
C  30.25800  35.57500  23.14500  -0.60
C  35.22600  34.21600  21.44000  -0.77
C  35.02400  32.27900  23.26000  -0.50
C  31.22500  32.26400  24.55600  -0.10
C  33.00900  29.64200  29.78400  0.63
C  31.58400  37.97200  25.64800  0.68
C  32.84900  28.13500  29.89100  -1.39
C  28.12000  30.54700  25.60500  -0.65
C  30.32800  34.63000  21.93300  0.56
C  27.68400  29.20600  25.87900  0.64
C  32.74600  38.03200  26.56500  -0.72
C  33.54200  34.05600  29.87400  -0.69
C  35.10300  32.79700  21.82900  0.63
C  36.13500  36.52400  27.02200  0.72
C  35.67800  35.28300  26.26800  -0.63
C  30.32800  37.41600  26.16400  -0.18
C  31.84900  30.45500  29.29300  0.14
C  27.09700  29.00100  27.31700  -1.23
C  29.15800  34.07000  21.31100  -1.19
C  31.54500  32.93000  25.90500  0.88
C  32.48900  28.90000  23.79000  -1.23
C  32.77200  29.01900  25.35500  0.88
H  34.11900  34.66100  21.27200  0.16
H  33.19400  28.00800  23.54600  0.42
H  34.20700  29.49300  27.00300  -0.02
H  33.11100  36.94700  26.70500  -0.24
H  28.73300  30.78000  26.51500  -0.20
H  36.08700  34.38000  20.74400  0.35
H  34.78300  31.13900  23.34300  0.06
H  29.31500  33.72700  20.33400  0.40
H  28.27500  34.76400  21.18000  0.31
H  30.23800  36.74600  22.80300  0.38
H  36.92800  37.00400  29.11200  0.43
H  33.72200  36.49100  31.47900  0.37
H  33.74200  27.73800  30.14300  0.41
H  32.19600  35.54900  32.00800  0.29
H  30.13800  37.86600  27.15800  0.46
H  35.00300  34.50100  26.80400  0.08
H  35.26700  36.47700  29.18800  0.01
H  31.53200  28.51400  23.78000  0.42
H  34.47600  32.79800  23.78900  0.05
H  32.08200  37.10400  31.12800  0.33
H  30.57800  36.43400  26.13700  -0.46
H  31.76100  30.48200  28.26700  -0.07
H  32.51900  38.31600  27.50800  0.54
H  36.04900  32.32000  23.69300  0.47
H  30.90100  31.12800  24.78100  -0.27
H  33.12500  33.48800  28.96800  -0.25
H  35.01600  35.79400  25.46700  0.14
H  29.77900  33.83700  26.42000  0.58
H  27.30500  27.89500  27.59300  0.30
H  34.89600  28.79100  25.46500  0.53
H  31.78900  32.57500  23.69900  0.18
H  31.30900  35.43700  23.72600  -0.05
H  36.56700  35.54000  28.63400  0.58
H  34.39500  34.40500  30.05400  0.60
H  34.15800  30.51700  25.47000  -0.23
H  28.92600  33.15200  21.78900  0.22
H  27.71100  29.42700  27.96400  0.44
H  28.42800  30.88500  24.62200  0.34
H  30.36500  32.84200  24.21400  0.01
H  33.69000  38.33500  26.05100  0.34
H  26.12300  29.33200  27.59600  0.34
H  32.19400  27.98600  30.65900  0.47
H  35.59600  34.86600  22.34000  0.17
H  30.91400  30.14600  29.85100  0.36
H  31.00800  33.60900  27.87100  -0.26
H  27.34300  31.13000  25.41700  0.60
H  36.58100  34.76900  25.91700  0.50
H  32.20500  31.38300  29.67500  -0.19
H  29.49200  37.60900  25.36000  0.21
H  32.56100  29.89300  23.16600  0.19
H  30.07700  32.38400  27.12600  0.17
H  29.45900  35.43900  23.78100  0.48
H  32.52800  27.68300  28.84800  0.19
H  33.38200  33.39000  30.67700  0.48

---

A gas-phase ion, C5H8N (charge +1) at a distorted geometry. Source: the OMol25 dataset; level of theory: ωB97M-V/def2-TZVPD.

The calculation puts the LUMO energy (alpha / beta) at -3.29 / -7.96 eV. The HOMO energy (alpha / beta) is -12.28 / -16.79 eV. Its relative energy (zero: lowest compared OMol25 entry of this formula, charge and spin) is 276.0 kJ/mol. Its net charge is +1. As for the spin multiplicity: 3.

Last column: Mulliken charge in e.
Element x y z (Å)
N  0.02161  0.32160  -0.67895  -0.02
C  0.06928  -0.67714  0.21205  1.04
C  0.02308  -0.19956  1.61861  -1.08
C  -0.19630  0.77707  -1.84197  -0.03
C  -0.25946  1.68544  -0.72509  -0.61
C  0.22872  -1.94891  -0.19505  -1.03
H  0.47766  2.44937  -0.50163  0.31
H  -0.13620  0.81244  -2.93047  0.39
H  -0.92681  -0.33766  2.03797  0.31
H  0.54678  -2.74808  0.53880  0.32
H  -1.21715  2.02059  -0.32566  0.33
H  0.27419  0.84949  1.61861  0.34
H  0.29550  -2.27275  -1.19782  0.36
H  0.79910  -0.73190  2.37060  0.37

---

Number 1: electronic energy -1737.92797 hartree. Number 2: electronic energy -249.59095 hartree.